# 1
Computed, not measured: C51H48Br4F5N5O3S2SiTeTl as an isolated structure, with ωB97M-V with the def2-TZVPD basis set.

## Properties
⟨S²⟩: 0.770
Multiplicity: 2
Gap between HOMO and LUMO (alpha / beta) in eV: 5.609 / 5.629
Charge: -2

Atoms and positions in Å:
Tl 0.485322 -0.284073 2.237979
Te 0.325393 -2.271515 -1.410762
Br 6.305731 -0.219126 2.505422
Br 7.674443 2.676039 3.406103
Br 5.730258 5.193844 4.291059
Br 2.419239 4.818249 4.207317
S 1.487226 0.759831 -1.523663
S -0.950737 6.767716 1.090102
Si -3.527325 -0.831221 2.153916
F -3.150336 2.715949 -2.578076
F -1.547769 0.686695 -1.958514
F -2.132036 5.204509 -3.064027
F 0.562997 5.572307 -2.960339
F 2.185431 3.589277 -2.228838
O 0.094745 -3.307580 2.476929
O 1.704033 2.066269 3.324960
O 3.331857 -0.093078 2.780700
N -4.791938 7.387102 -1.312874
N -2.213927 -0.202014 2.981014
N -0.674401 0.250477 4.629049
N 0.562462 -2.834316 0.346103
N -0.381460 2.257585 0.943745
C 4.733429 -2.276195 -1.794512
C 0.044557 4.366883 -2.651776
C 2.355019 -2.304394 -2.080056
C -1.320137 4.185031 -2.724996
C 0.658375 -5.019014 -3.114150
C -2.608006 6.407434 -1.104170
C 4.952803 3.554770 3.758912
C -2.635430 0.601667 6.539641
C 0.604501 3.088121 0.633195
C -2.886599 -1.691800 0.614497
C 0.065566 -3.634067 1.297999
C -0.345543 0.592193 5.874328
C 3.816453 1.013101 3.026297
C -3.790290 6.637427 -1.787404
C 0.408538 2.034211 -1.989833
C 4.925316 -1.797892 -3.079676
C 0.468737 4.469678 0.644672
C -0.204157 -4.009205 -2.673088
C -4.726232 0.510186 1.565458
C 3.471743 -2.543728 -1.261490
C -1.297523 -6.446086 -6.068261
C -1.474077 -3.880187 -3.264416
C -4.620133 7.923886 -0.106642
C -4.569931 -2.084759 3.108057
C -1.800759 4.141902 1.331278
C 1.382419 -1.582489 -4.349422
C -1.816688 -4.686605 -4.342985
C -0.407007 -5.033614 0.903370
C -1.289615 0.785726 6.875408
C -2.444885 6.977056 0.154113
C 5.246472 1.263541 3.003474
C -1.981167 0.085584 4.256645
C 1.959004 -5.354343 -2.416017
C 0.283250 -5.801509 -4.207926
C -0.759734 4.999399 1.003595
C -2.990858 0.247662 5.264015
C 3.458272 -3.089254 0.150484
C -1.557996 2.777690 1.290122
C -2.506883 -2.898313 -2.741232
C 3.807596 -1.600921 -3.872590
C 0.872126 3.324061 -2.282010
C -3.477875 7.750352 0.663280
C -1.827697 2.927595 -2.468339
C 2.932305 2.174764 3.363255
C 2.526397 -1.833788 -3.391321
C 5.796771 2.459107 3.380761
C 6.312363 -1.506549 -3.592896
C -0.929529 -5.624859 -4.857585
C 1.125976 0.762562 6.159976
C 3.589922 3.416635 3.725471
C -0.978886 1.892611 -2.125317
H -3.402901 0.734565 7.297698
H 6.277469 -0.868221 -4.476074
H 1.659173 -0.802493 -5.057892
H -5.689359 0.092215 1.246599
H 1.300073 5.113487 0.386750
H -3.942089 -2.649738 3.805387
H -5.040822 -2.798906 2.422290
H 1.136730 -2.491763 -4.905458
H 1.356341 0.502880 7.195271
H 1.417498 1.802913 5.992412
H 2.808142 -4.834836 -2.864487
H -5.363773 -1.601320 3.687858
H 0.967200 -6.571608 -4.557832
H 1.921878 -5.079358 -1.362475
H -2.360616 -1.892480 -3.145869
H -2.479236 -2.813444 -1.653663
H -1.013560 -5.012565 -0.006087
H -2.772229 4.521442 1.621114
H -0.540418 -7.204421 -6.273236
H -3.658073 -1.817452 -0.154879
H -2.326602 2.064670 1.568657
H 4.449401 -3.478881 0.388567
H 6.910337 -1.006133 -2.829601
H -3.942622 6.202982 -2.770837
H -2.257765 -6.947976 -5.929872
H -4.915288 1.234565 2.366390
H -5.447212 8.516245 0.273685
H 3.225187 -2.310033 0.880394
H -4.306598 1.056627 0.712170
H -0.968806 -5.479751 1.722915
H 6.830916 -2.430258 -3.863869
H -1.825742 5.796360 -1.538806
H -2.800544 -4.579857 -4.793790
H -4.028445 0.085550 4.990648
H 5.596405 -2.433404 -1.153560
H 0.473987 -5.650485 0.703506
H -2.480365 -2.677319 0.876753
H -3.393258 8.197862 1.645251
H -2.068105 -1.097052 0.191413
H 2.146593 -6.428141 -2.488175
H -1.384661 -5.811750 -6.954514
H 1.713155 0.142557 5.482854
H -3.509166 -3.225056 -3.019597
H 0.472159 -1.237631 -3.855322
H -0.983178 1.052543 7.880112
H 1.539949 2.626867 0.328131
H 2.724175 -3.876142 0.290673
H 3.925159 -1.210039 -4.879154

Atoms 1-3, force components in eV/Å:
Tl -0.104 -0.014 -0.087
Te 0.125 -0.725 -0.415
Br -0.048 0.002 -0.019

---

# 2
Computed, not measured: C51H48IrN5P2S2 as an isolated structure, with ωB97M-V with the def2-TZVPD basis set.

## Properties
⟨S²⟩: 0.759
Multiplicity: 2
Gap between HOMO and LUMO (alpha / beta) in eV: 6.502 / 6.845
Charge: +1
Energy relative to the best compared isomer or geometry (same formula, charge and spin) in eV: 3.7542

Atoms and positions in Å:
Ir -0.179196 -0.334448 0.193473
S 2.207131 -0.407112 0.889367
S 0.537778 -0.828213 -2.132192
P -1.091664 0.221174 2.578562
P -1.144623 1.708270 -3.751817
N -1.099058 1.028481 -2.331713
N -0.421922 1.773121 2.612062
N 0.155679 1.862670 0.363112
N -2.018798 -1.656213 -0.571759
N 0.137095 -2.560039 1.047605
C -4.417124 1.969281 4.276456
C 0.968363 -3.434634 3.226781
C -1.192947 -1.326354 4.906890
C -1.772112 -2.989815 -4.579854
C -3.119674 1.727922 3.856223
C -2.196858 -2.871947 0.247469
C 1.941061 -3.458240 4.213627
C -3.094507 -0.654539 -0.363590
C 3.008058 -2.575400 4.156595
C -0.629894 3.467494 -3.715138
C -5.417249 2.094311 -5.415509
C -0.075495 6.182803 -3.521554
C -0.044775 -0.156351 -7.242807
C 0.702645 0.141895 4.754311
C -2.952183 -3.148501 -3.867455
C 1.083963 -0.232637 6.034766
C -0.891382 5.574635 -2.576005
C -2.808116 0.563898 3.160038
C -1.164704 4.220023 -2.671198
C -1.215335 -2.996109 1.405205
C 0.694961 2.523935 -0.671994
C -5.158619 1.245902 -4.349999
C -3.024510 -2.688954 -2.564081
C 0.461318 5.436046 -4.558960
C -0.800891 -1.707544 6.177231
C -5.123343 -0.113462 3.325193
C -0.182616 0.993190 -5.132572
C 0.329391 -1.145321 6.753062
C 1.178287 3.806803 -0.568148
C -3.090775 2.693063 -5.515651
C 0.185776 4.078330 -4.661474
C 1.339376 -0.157521 -7.152652
C 1.965621 0.407715 -6.049411
C 2.093010 -1.609398 2.147051
C 1.047376 -2.531012 2.178699
C 1.097841 4.444954 0.665891
C -0.459111 -0.377823 4.192983
C -1.948978 -2.034295 -1.976808
C -3.819993 -0.365910 2.925331
C 0.557139 3.770530 1.737385
C -0.806716 0.415794 -6.233680
C 1.208392 0.979160 -5.039436
C -2.831648 1.852952 -4.434443
C 3.076293 -1.648897 3.132488
C -3.865199 1.126290 -3.860664
C -0.789211 -1.810013 -2.715239
C 0.736951 -3.426212 0.010085
C -0.701299 -2.328455 -4.008295
C -5.427184 1.060614 3.995050
C 0.099961 2.461778 1.551171
C -4.380650 2.805671 -6.007193
H -2.068618 -3.740271 -0.394904
H 0.621201 -1.423615 7.756910
H -6.425995 2.195520 -5.793906
H -2.360655 2.462082 4.086615
H -2.283585 3.247350 -5.979540
H -3.933866 -2.838703 -1.992878
H -3.144081 -0.368993 0.681520
H 0.138357 7.241175 -3.448692
H -1.536540 -2.392359 2.254547
H -3.213086 -2.918917 0.650565
H -3.798277 -3.656859 -4.309235
H 0.221733 -2.197258 -4.558845
H 1.869214 -4.174361 5.020788
H -4.639376 2.874145 4.825902
H -6.443352 1.263204 4.304545
H -5.964635 0.684171 -3.895220
H 0.772321 -4.467085 0.350381
H -4.078634 -1.032345 -0.667179
H -1.233977 -4.048992 1.708180
H 1.691892 1.411387 -4.171690
H 1.090759 5.914348 -5.298390
H 0.706186 1.983477 -1.608649
H 1.751620 -3.088821 -0.187410
H 3.888688 -0.934840 3.080862
H -3.594479 -1.304930 2.431919
H 0.610115 3.502483 -5.473567
H -0.352187 2.240115 3.502113
H -1.885976 0.405723 -6.301432
H -4.582291 3.453919 -6.850014
H 1.614007 4.298889 -1.424709
H 3.045830 0.405536 -5.983472
H -1.318260 6.157713 -1.769759
H -2.849118 0.229949 -0.951043
H 0.485527 4.226306 2.715638
H 0.170156 -3.362036 -0.915880
H 1.975245 0.197219 6.472809
H 3.779441 -2.604879 4.914732
H -1.791884 3.726619 -1.936607
H -3.636438 0.458755 -3.041287
H 1.319627 0.835508 4.196879
H 1.930043 -0.611296 -7.937718
H -1.693520 -3.365923 -5.591246
H 0.157295 -4.149315 3.277472
H -5.902891 -0.833396 3.113283
H -1.388080 -2.434003 6.723455
H -0.532373 -0.601585 -8.100673
H 1.456785 5.458450 0.784377
H -2.094933 -1.748904 4.480711

Atoms 1-3, force components in eV/Å:
Ir 2.461 -1.898 2.259
S -1.642 0.849 -0.682
S -0.097 0.507 1.652

---

# 3
Computed, not measured: C51H48N3OP2RbS2Si as an isolated structure, with ωB97M-V with the def2-TZVPD basis set.

## Properties
Gap between HOMO and LUMO in eV: 6.461
Charge: 0
Energy relative to the best compared isomer or geometry (same formula, charge and spin) in eV: 0.1908

Atoms and positions in Å:
Rb -0.785202 -0.521308 -1.041259
S 1.037440 0.499285 -3.458590
S -3.782481 -1.199233 -2.485577
P 1.785760 1.342475 0.592360
P -0.622225 -2.229474 1.966487
Si 2.192729 3.019324 -5.259306
O 1.644876 -1.557706 0.410890
N -0.600849 2.235578 -2.272986
N -5.445244 0.399667 -1.095065
N -3.536024 1.351686 -1.861351
C -0.998723 3.470237 -1.950794
C 5.585930 -0.274670 0.245882
C 2.638711 1.254355 4.652304
C 0.917161 3.212207 -3.882609
C 1.646413 -2.314413 5.348505
C 0.450985 4.463990 -3.525857
C 1.179844 -4.624437 -1.562563
C 1.811134 -3.665030 5.607878
C -8.197246 -2.466447 0.257936
C 0.486160 -4.203896 3.675713
C -7.761582 -2.502835 -1.059618
C 3.367620 4.447651 -1.496877
C 0.387763 2.083827 -3.186372
C 2.779317 1.135792 3.276437
C -6.853829 -1.568386 -1.536180
C 0.311922 -2.845285 3.410192
C 0.099304 -5.172609 -0.887041
C -4.997158 -3.590723 2.473736
C 2.848586 3.219257 -1.120678
C -4.155003 -3.575802 3.574382
C 1.496731 2.039536 -6.692710
C -6.795177 -0.556553 0.647397
C 0.080532 -3.285558 0.628772
C -7.718062 -1.481137 1.108713
C 0.896901 -1.905180 4.251287
C -0.505426 4.620282 -2.521971
C 3.298454 5.184697 0.786620
C 3.591987 5.434179 -0.545032
C -3.151614 -2.969702 1.066605
C 1.702524 1.391593 2.429126
C 0.478746 1.750248 2.993336
C -4.289076 0.236429 -1.791240
C 3.211682 0.204054 0.370668
C 3.839614 2.332256 -4.682704
C 2.556741 2.959233 0.220561
C 4.010847 -2.089377 0.335739
C -0.451954 -4.495956 0.190665
C -2.294203 -2.941550 2.171085
C 4.536008 0.629658 0.305567
C 0.335631 1.874413 4.368780
C 1.734792 -3.423111 -1.148808
C 5.319314 -1.633718 0.282697
C 1.202923 -2.784122 -0.038025
C 1.228635 -4.611778 4.770507
C 2.783663 3.951914 1.169824
C -4.491996 -3.286736 1.215206
C -6.358294 -0.601559 -0.671771
C -2.812438 -3.247566 3.426491
C 2.543039 4.756750 -5.905126
C 1.418816 1.628046 5.201067
C 2.972321 -1.170539 0.339820
H -6.044953 -3.837451 2.589823
H -2.672004 1.368401 -2.390680
H 1.642173 5.239471 -6.292898
H 1.591906 -5.124888 -2.429044
H 0.597914 2.529662 -7.075858
H -8.048431 -1.438296 2.138542
H -5.140064 -3.293975 0.346723
H -6.526461 -1.591625 -2.564503
H -8.139843 -3.260458 -1.733842
H 4.253986 2.921236 -3.860225
H 2.560027 3.769774 2.213519
H 2.224816 1.990256 -7.507312
H 1.235552 1.025717 -6.392350
H -2.167309 -3.225669 4.296446
H 1.311173 1.721384 6.274442
H 2.971321 5.408028 -5.137683
H 3.264034 4.700972 -6.725117
H 0.772633 -0.849562 4.041267
H 3.581846 4.640877 -2.540879
H -1.763400 3.533526 -1.177910
H -6.395678 0.195230 1.318895
H 6.605423 0.082848 0.188585
H 3.805259 -3.149622 0.375578
H -4.540650 -3.816926 4.557264
H 0.839598 5.346063 -4.023635
H 2.396280 -3.986270 6.460377
H -2.776233 -2.767051 0.067112
H 4.745165 1.691813 0.307201
H -3.869226 2.235883 -1.514519
H 2.557159 -2.979507 -1.692814
H 3.735925 0.845484 2.859701
H 3.486018 1.056633 5.297592
H -0.369728 1.934569 2.343529
H -1.322588 -4.902201 0.690068
H 0.040772 -4.943606 3.020309
H -8.911369 -3.196471 0.616050
H 3.739570 1.301933 -4.345432
H 2.102076 -1.573056 5.992811
H -5.548505 1.276844 -0.608114
H 2.664160 2.454266 -1.870370
H 4.559212 2.368637 -5.506062
H 3.470597 5.948991 1.534180
H -0.620612 2.157028 4.790915
H 3.991019 6.395752 -0.842862
H 1.360253 -5.667541 4.971168
H -0.858241 5.593879 -2.210952
H 6.129541 -2.351359 0.270263
H -0.327864 -6.111846 -1.212423

Atoms 1-3, force components in eV/Å:
Rb 0.004 0.224 -0.129
S -0.013 0.068 -0.014
S 0.031 -0.016 0.059

---

# 4
Computed, not measured: C51H49AuO5S2Sb as an isolated structure, with ωB97M-V with the def2-TZVPD basis set.

## Properties
Gap between HOMO and LUMO in eV: 5.636
Charge: +1
Energy relative to the best compared isomer or geometry (same formula, charge and spin) in eV: 1.5634

Atoms and positions in Å:
Au -0.161116 -0.385663 0.422628
Sb 2.236270 -2.831683 1.522071
S 0.774048 -2.416458 -0.241063
S -3.294802 -2.512474 1.153545
O 0.451639 0.904251 -0.917347
O -3.126363 2.851569 -0.907204
O -0.962263 1.098595 1.379380
O -2.433000 -1.373882 0.635480
O -2.732276 1.511617 -2.681005
C 0.200037 2.210405 -2.839475
C -0.357401 3.268595 0.395491
C 6.196710 -4.735596 -0.533669
C 3.976458 0.861922 4.099671
C 1.469462 -1.758095 -4.015277
C 5.902699 -3.386031 -0.685813
C -2.644428 4.262687 1.874873
C -3.660394 2.463901 -2.150440
C 3.286220 -1.437309 3.978177
C -1.869968 1.021357 -1.674336
C -3.088530 2.041169 2.654590
C -3.992751 2.540223 3.581831
C 1.048412 -4.276701 4.005550
C 0.060322 -6.469156 3.913209
C 0.811241 3.276013 1.147884
C 4.772419 -2.851817 -0.087146
C 1.352107 4.302524 -4.288593
C 1.302219 -4.340613 2.638328
C 2.018509 3.755374 -3.202609
C -4.119111 -3.122505 -0.304722
C 3.051397 0.015694 2.046420
C 1.566231 5.274339 0.026929
C -5.010722 1.793297 -1.962165
C 0.904373 -5.458270 1.902038
C -0.097918 -0.210569 -3.024323
C 1.187751 -0.724674 -3.132538
C 2.897822 -1.225941 2.656790
C 4.233661 -5.029424 0.824764
C -3.715299 3.666930 -3.059272
C -0.547925 4.277317 -0.541155
C -2.369609 1.771569 -0.399047
C -2.216253 -3.907666 1.423044
C 0.118228 3.787801 -4.656064
C 1.448439 2.715357 -2.483759
C 5.368838 -5.554528 0.219767
C -1.097761 -0.723460 -3.849574
C -1.458404 2.270588 0.742871
C 3.940624 -3.679116 0.664592
C 0.467614 -2.278151 -4.820952
C -0.358967 0.980018 -2.084339
C 3.602301 1.057465 2.778103
C -0.814829 -1.751273 -4.739151
C 1.767045 4.266147 0.959437
C -2.403040 2.897790 1.792902
C -4.233867 3.904167 3.652405
C -0.453450 2.739161 -3.947440
C 0.286898 -6.521471 2.543782
C 0.428493 -5.346487 4.639438
C 3.820558 -0.379853 4.699377
C -3.557195 4.759374 2.795067
C 0.403310 5.272869 -0.723513
H 2.670817 4.268315 1.554797
H -1.537483 -3.995052 0.574427
H 0.958153 2.509016 1.899148
H -0.406405 4.193962 -5.512321
H -1.654645 -3.728754 2.339603
H 2.306746 6.052090 -0.108145
H -4.447430 4.380277 -2.680227
H 3.739521 2.022177 2.312156
H 0.686211 -3.075961 -5.519073
H 1.979115 -0.293360 -2.532721
H 2.739184 0.185043 1.020534
H 1.793604 5.115101 -4.850793
H -2.908255 0.976647 2.597632
H -4.533730 -4.109860 -0.106729
H 4.397825 1.682468 4.664990
H 2.475484 -2.156012 -4.073092
H -1.398188 2.335441 -4.270212
H -4.898586 0.877816 -1.377772
H 5.605295 -6.603437 0.340577
H -5.684232 2.466638 -1.432295
H 4.122290 -0.530735 5.727263
H -1.598491 -2.131302 -5.382330
H -2.101188 -0.319390 -3.806622
H 2.985772 4.141437 -2.905874
H -2.121576 4.954305 1.229940
H 7.078674 -5.149540 -1.004446
H -4.510344 1.860891 4.247680
H -4.919267 -2.426164 -0.546815
H -0.018751 -7.389334 1.974081
H 3.213678 -2.411118 4.440809
H 1.061470 -5.501272 0.829589
H -2.738299 4.146077 -3.105421
H 0.233739 -5.298969 5.702682
H -2.829354 -4.801322 1.537863
H 0.227702 6.049237 -1.457732
H -4.939262 4.299067 4.372156
H -3.738051 5.825922 2.839166
H -4.010223 3.362320 -4.063897
H 1.292226 -3.395532 4.581708
H -2.104756 -0.038996 -1.528808
H 3.597722 -5.672402 1.420067
H -1.447569 4.288972 -1.139392
H 4.549454 -1.797779 -0.212498
H -3.021399 1.050532 0.105976
H -5.446003 1.539000 -2.928835
H -0.409534 -7.305062 4.414562
H 1.963080 2.318219 -1.619729
H -3.383482 -3.151361 -1.110204
H 6.554029 -2.749472 -1.269867

Atoms 1-3, force components in eV/Å:
Au -0.670 -0.106 0.062
Sb -0.058 -0.378 -0.175
S 0.169 0.148 -0.229

---

| no. | energy (eV) |
| --- | --- |
| 1 | -402552.8346 |
| 2 | -104198.3376 |
| 3 | -108968.8553 |
| 4 | -95810.5959 |